Entry i
The following is a DFT calculation (wB97M-V/def2-TZVPD) of a cluster of 2 separate species, C5H14 in total.

Geometry as ORCA input:
```
! wB97M-V def2-TZVPD RIJCOSX def2/J DEFGRID3
* xyz 0 1
H 0.8367 -2.0181 2.2289
H 2.2015 0.9931 -1.3426
C 0.8485 2.6122 -1.9909
C 1.5770 1.7809 -0.9831
H 0.6694 -1.2169 0.6953
H -2.9023 -1.0829 0.6332
H -1.4056 -0.5162 -0.1533
H -0.9809 -0.5786 2.3993
C 0.2932 -1.9620 1.2933
H 2.3200 2.5240 -0.5317
H 1.2949 3.1308 -2.8106
H 0.3778 1.9050 -2.7225
H 0.1224 3.2135 -1.4825
C -1.0607 -1.4192 1.5617
H 0.9872 1.3901 -0.0841
H 0.2828 -2.9904 0.9393
H -1.6080 -2.1595 2.2250
H -2.0334 -2.2439 -0.1907
C -1.8205 -1.3619 0.3161
*
```

The LUMO energy is 1.07 eV. Its molar mass is 74.167 g mol⁻¹. As for the structure (SMILES): CCC.CC. Its HOMO energy is -10.770 eV. As for the HOMO-LUMO gap: 11.84 eV.

Entry ii
The following is a DFT calculation (wB97M-V/def2-TZVPD) of a cluster of 2 separate species, C5H14 in total.

Geometry as ORCA input:
```
! wB97M-V def2-TZVPD RIJCOSX def2/J DEFGRID3
* xyz 0 1
C 0.5737 -2.3927 -2.2161
C 0.6540 2.8002 1.6032
H 0.2396 1.6844 3.3824
H 0.8248 2.5218 0.6337
H -0.6412 -1.3319 0.3814
H -1.3902 -2.4296 -1.4678
H 0.7998 -1.9963 -3.1619
C -0.8134 -0.6793 -0.5303
C 0.1033 1.5732 2.3402
H -0.8869 1.2485 2.0297
C -0.7802 -1.6397 -1.7282
H 1.3153 -2.1529 -1.3881
H -1.7117 -0.2531 -0.2328
H -0.0770 0.0727 -0.5767
H -1.1037 -1.0234 -2.6616
H 0.4295 -3.4835 -2.2559
H 0.9043 0.8390 2.1773
H 1.5634 2.9537 2.0430
H -0.0034 3.6889 1.6285
*
```

The LUMO energy is 1.12 eV. Its molar mass is 74.167 g mol⁻¹. As for the structure (SMILES): CCC.CC. Its HOMO energy is -10.662 eV. As for the HOMO-LUMO gap: 11.78 eV.

What are the relative energies? In eV: entry i 0.540; entry ii 0.000.